This record from the OMol25 dataset describes 2 unconnected molecules or ions with the total composition C3H10NO. The level of theory is ωB97M-V with the def2-TZVPD basis set.

F_max = 2.55 eV/A
Energy above the lowest of the compared OMol25 structures with the same formula, charge and spin = 28.0 kcal/mol
HOMO-LUMO gap = 0.3716 Ha

```
! RIJCOSX wB97M-V def2-TZVPD def2/J DEFGRID3
* xyz 1 1
O 3.10253 0.66987 2.06041
N 0.13985 -0.19904 -0.29819
C -2.32034 -0.06305 -0.21856
C -1.05374 0.62211 -0.69401
C 0.66142 -1.17629 -0.90867
H -0.85643 1.59604 -0.28691
H 1.51128 -1.69527 -0.49938
H -3.09616 0.59735 -0.63182
H 0.18691 -1.44484 -1.82497
H -1.17069 0.55773 -1.74553
H -2.60394 -0.98731 -0.73343
H 3.54917 1.30211 2.65083
H 3.92718 0.28580 1.79649
H 0.59141 0.20863 0.51815
H -2.56844 -0.27385 0.81559
*
```